# C44H53BBeF4N7O3

A molecular structure, C44H53BBeF4N7O3 in a non-equilibrium geometry (wB97M-V/def2-TZVPD, the Open Molecules 2025 dataset).

```
113
Properties=species:S:1:pos:R:3:forces:R:3
F -2.4257 -0.7911 -0.1229 -2.8619 -1.3295 0.9701
F -0.9118 -1.1843 -1.6960 0.3622 -1.6340 -1.4560
F -0.3859 -0.0891 0.1657 1.7026 0.5218 1.4726
F -1.6557 0.9028 -1.4207 -0.4150 0.7315 -0.2537
O -0.5766 -5.8081 -1.2573 0.8182 0.4328 0.2856
O 5.1968 -3.5183 -0.4420 0.2538 1.3671 -0.1297
O -4.7500 -0.2523 -3.9118 -0.0074 -2.1217 1.1139
N 0.3497 7.2307 -1.9241 0.3079 0.3032 -0.2086
N 4.9452 3.9519 1.8427 1.0545 1.0348 -1.4720
N 4.4871 0.7722 -4.5416 -1.0876 -0.4732 0.0465
N -3.6016 -4.6336 2.2262 0.3272 -1.0075 1.6515
N 3.0997 -1.3964 7.0449 -0.0766 0.2493 -2.3110
N -7.0497 -1.5421 0.4450 -1.0596 0.4524 1.2874
N -2.7307 3.9920 5.8451 -0.4440 -1.0022 0.0403
C -4.1240 0.5043 -6.0598 0.9503 -1.8018 -0.9546
C -2.6340 -4.4253 4.4135 0.1894 -0.1084 1.0107
C 5.7059 5.2463 -0.5662 -1.4815 0.4150 -0.3034
C -8.2097 -2.2425 0.7055 0.8838 1.4596 0.0991
C 0.8491 7.5497 -4.2526 0.3284 -1.0002 -0.0257
C 0.7617 6.1671 -4.4457 0.1454 0.3416 0.1625
C 0.6485 -5.8740 -1.2604 -1.5380 -1.1702 -0.2669
C 2.6640 -0.7709 5.8653 0.6035 -1.1649 2.3282
C 1.3961 -6.4034 -0.0642 0.4054 0.7787 0.2144
C -1.7536 3.7843 4.9231 -1.5320 0.3568 1.5802
C -9.2043 -0.3735 1.8096 -0.1580 -0.5962 -0.4344
C -4.8568 0.5635 -4.7685 0.5141 2.0896 -0.3197
C -3.5645 -5.3135 4.8971 -0.2523 -0.2535 0.7260
C 0.4721 5.3461 -3.3680 0.2503 -0.3304 0.1528
C -7.9932 0.2988 1.6946 -0.7070 -0.2093 -0.5182
C 6.0131 -2.5945 -0.4496 -1.6201 -1.6946 0.4187
C 3.6320 -2.6184 6.8701 -0.7314 -0.0146 -1.0110
C 0.6660 8.0129 -2.9655 -0.3417 -0.0787 0.3946
C -2.7207 1.6897 4.3164 -0.6555 0.6998 0.0178
C 4.5315 4.4985 -0.4880 0.9278 -1.3506 0.4793
C 2.5058 0.8900 -5.9495 0.6054 -0.0279 1.1833
C -9.3103 -1.6828 1.3524 0.9691 0.2820 -0.1187
C 7.4336 -2.9754 -0.6016 1.0606 0.3775 0.0576
C -4.4149 -5.6085 2.7139 0.6272 1.4408 -1.1430
C 3.6609 -3.2724 5.6220 0.1115 0.4639 0.3888
C 5.2440 1.0416 -5.6284 -1.3137 -0.2111 1.2578
C -6.9335 -0.2813 0.9834 -1.4016 -1.4045 0.0771
C -1.7211 2.6689 4.1390 -0.5643 -1.5679 -0.2123
C 3.1862 -2.6137 4.5119 0.6176 -1.9843 -0.3865
C 3.1367 0.6731 -4.6923 1.2119 0.5371 -1.9252
C 4.2316 3.7973 0.7142 1.1674 1.1469 -0.3593
C 4.6703 1.2928 -6.8438 0.0747 0.6081 -0.9471
C 3.2922 1.2484 -7.0294 0.2580 -0.5357 0.2998
C 6.3894 5.5147 0.5937 0.5259 -0.5491 0.7648
C 0.2800 5.9137 -2.1171 0.0403 1.0398 -0.0319
C -3.7839 1.9102 5.2121 1.1891 0.5215 0.2804
C -3.7223 3.0575 6.0156 2.0020 1.0270 -1.2673
C 5.5983 -1.1645 -0.1326 -0.5495 -0.4224 -0.7249
C -5.5319 1.8546 -4.4301 -0.3490 0.3344 0.5644
C 6.0271 4.8285 1.7424 -2.2781 -1.1798 0.6892
C 2.6934 -1.3656 4.6226 -0.6729 1.9243 0.2359
C 1.4201 -5.6814 -2.5331 0.3174 0.5288 0.2764
C -2.6705 -4.1232 3.1005 -1.1444 0.2110 -3.4799
C -4.4400 -5.9536 4.0401 0.2729 -0.3085 0.4303
B -1.3474 -0.2777 -0.7600 0.7376 1.0647 -0.9526
Be -3.8938 -3.5503 -1.7091 0.5425 0.8262 0.7285
H -5.0980 -6.0844 2.0259 -0.0005 0.0351 -0.2113
H 4.0508 -4.2680 5.4703 0.1179 -0.0817 0.4421
H -4.5901 1.2086 5.3679 0.0488 -0.1787 -0.1635
H -0.9537 4.5086 4.8798 -0.0969 0.2661 0.0057
H 1.1774 -4.7223 -2.9906 -0.0189 -0.0548 -0.0141
H -6.0574 0.3443 0.8968 0.4622 -0.5657 -0.5594
H 2.4270 -6.6111 -0.3509 -0.1900 -0.4823 0.1358
H 2.2484 0.2193 5.9801 0.0449 0.0711 0.1925
H -2.7455 0.7854 3.7264 0.2488 -0.0265 -0.1607
H 2.8992 1.3982 -8.0241 -0.2149 0.1761 0.0378
H -3.5803 -5.4673 5.9660 -0.0959 -0.4001 0.0535
H -8.3413 -3.2771 0.4251 0.6908 -0.0817 -0.4808
H 3.4380 3.0677 0.6488 -0.1990 -0.0490 0.5453
H 6.5046 4.9551 2.7028 0.3547 0.1975 -0.1122
H 5.9967 5.7197 -1.4923 0.0207 -0.0492 -0.1230
H 1.4874 -5.5761 0.6395 -0.1172 0.2037 0.1423
H 1.4308 0.7942 -5.9892 -0.0637 0.0118 -0.2143
H -5.7428 1.8549 -3.3607 -0.0705 -0.0013 -0.0910
H -10.1957 -2.2847 1.4947 -0.0900 0.0832 -0.0356
H 0.8782 -7.2027 0.4659 0.0557 -0.0323 -0.3371
H 7.2375 6.1831 0.6143 0.0728 -0.0123 -0.0068
H -5.0798 -6.7681 4.3462 -0.1633 0.1656 0.2362
H -3.6106 -0.4560 -6.1084 -0.3152 -0.4037 0.0541
H -4.4327 3.2598 6.8035 -0.1352 0.0952 -0.0535
H 5.3055 1.6110 -7.6573 0.0638 -0.1895 -0.1987
H -3.2435 1.1419 -6.1395 -0.5858 0.8514 0.1935
H 7.7871 -3.1896 -1.6102 -0.3977 0.4911 -0.3221
H 0.7920 9.0617 -2.7407 -0.0825 0.1697 0.0357
H 4.5608 -1.0539 -0.4479 0.0069 -0.0069 -0.1200
H 8.0115 -2.1483 -0.1892 0.5564 -0.3623 0.0368
H 5.5682 -0.9908 0.9431 0.4821 -0.0329 0.0483
H 6.1979 -0.4267 -0.6658 0.1397 -0.0092 0.2822
H 2.4913 0.4084 -3.8678 0.3834 0.0260 0.4438
H -0.9025 2.5410 3.4463 -0.0524 -0.2179 -0.1197
H 2.4846 -5.7397 -2.3064 -0.0649 0.0450 -0.3747
H -10.1195 0.0776 2.1636 0.2237 0.3469 0.4448
H 2.3145 -0.8091 3.7781 -0.0088 -0.0220 -0.1298
H -1.9983 -3.4400 2.6028 0.2196 0.2132 0.2822
H 6.3145 1.0549 -5.4861 0.0730 0.0818 0.0694
H 1.1793 8.1894 -5.0577 -0.1791 0.1641 0.0154
H -1.8883 -3.9945 5.0652 -0.0130 0.1384 -0.0190
H 7.6024 -3.9359 -0.1146 -0.0149 0.2704 0.4440
H 0.4971 4.2697 -3.4521 -0.1573 -0.0901 -0.1597
H 3.9882 -3.1977 7.7091 0.0216 0.4113 0.4761
H -4.8030 2.6409 -4.6263 -0.2388 0.1963 -0.2266
H 1.0083 5.7350 -5.4043 -0.1461 -0.0339 -0.1314
H 3.2105 -3.1497 3.5746 -0.0412 0.1512 -0.2630
H 4.0037 4.1810 -1.3752 -0.2018 0.3664 -0.1229
H -6.4669 2.0109 -4.9682 0.1792 0.0929 -0.2556
H 0.1114 5.3752 -1.1962 -0.1506 -0.5242 -0.1892
H -7.9694 1.3242 2.0327 0.4498 0.0451 0.0469
H -4.7620 0.5354 -6.9430 -0.0391 0.5266 0.1101
H 1.1069 -6.4839 -3.2010 0.1159 -0.0203 -0.0513
```
Forces are in eV/Å.

* strongest force on any atom: 3.7 eV/A
* E: -74995.5391 eV
* charge: +1
* gap between HOMO and LUMO: 0.044 Eh
* LUMO: -0.346 Ha
* energy above the lowest of the compared OMol25 structures with the same formula, charge and spin: 279.7 kcal/mol
* multiplicity: 1

# C44H54N8OP2PtS3

A molecular structure, C44H54N8OP2PtS3 in a non-equilibrium geometry (wB97M-V/def2-TZVPD, the Open Molecules 2025 dataset).

```
113
Properties=species:S:1:pos:R:3:forces:R:3
Pt -0.2206 0.6284 -0.4978 0.0567 0.7071 -0.6400
S 2.0825 0.4596 -4.3801 0.0260 0.0141 0.0309
S -1.4526 -6.4450 -0.4110 -0.0521 0.1027 -0.0767
S -4.0207 1.9875 -3.0604 -0.0350 -0.0142 -0.0284
P -1.2384 -1.4636 -0.7739 0.1895 0.1618 -0.0136
P 1.0131 -1.0904 0.6639 -0.6230 0.2454 1.1458
O -1.2573 1.4661 1.0981 -0.5610 -0.3167 0.4370
N -3.8250 1.7738 -0.4023 0.0407 0.2063 -0.1034
N -1.4879 3.7021 1.5800 -0.0687 -0.0791 -0.0524
N -1.9052 1.4082 -1.7328 0.3319 -0.0845 -0.4924
N 1.0696 2.3648 -0.2573 0.0161 -0.0467 -0.1026
N 0.0112 -2.2574 0.0216 0.0948 0.0887 -0.4645
N 2.8841 0.2873 -1.8057 0.0355 0.1262 -0.0415
N 0.6069 0.6100 -2.3227 0.1189 -0.6429 0.0631
N 2.0291 4.6174 -0.2919 -0.0447 -0.0084 0.0489
C -2.5879 1.6179 -3.9400 -0.0149 0.0259 -0.0455
C -0.0959 -2.7461 -4.4312 0.0002 -0.0101 0.0085
C 1.8734 0.4330 -2.6790 -0.0173 0.1728 -0.0838
C 0.4118 0.8213 -4.5933 -0.0882 0.0709 -0.0555
C -5.0843 -2.6887 1.2796 -0.0084 -0.0261 -0.0115
C -3.1898 1.7076 -1.5763 0.0050 -0.0571 0.0331
C -1.4077 2.4321 1.9270 0.2686 0.0613 0.1869
C 1.1498 0.5738 4.3360 0.0228 -0.0261 -0.0617
C 0.5385 -0.6223 2.3416 0.1350 -0.2281 -0.2053
C -2.4110 -2.0720 -4.5887 -0.0019 -0.0068 0.0003
C -1.2585 -2.5752 -5.1792 -0.0073 -0.0025 -0.0014
C 4.1310 6.5663 -0.1943 0.0021 -0.0004 -0.0031
C 4.2169 -2.8646 2.3566 -0.0235 0.0050 -0.0167
C -1.5289 4.1788 0.1986 0.0060 0.0136 -0.0087
C -3.2645 -1.1272 1.0970 -0.0115 -0.0332 0.1185
C 3.4216 -2.2156 -0.2271 -0.1396 -0.2032 -0.0708
C 4.5949 -2.9125 -0.0215 0.0223 -0.0270 0.0015
C -1.5838 1.3243 -3.1000 0.1066 -0.0192 0.1811
C 0.1489 -3.7435 -0.0232 -0.0938 -0.0305 0.2900
C -1.2506 -1.9255 -2.4874 0.0525 0.0634 0.0311
C 2.4717 5.2664 -1.5619 0.0020 -0.0036 -0.0008
C -4.4130 -1.5589 1.7368 0.0208 0.0140 0.0061
C 1.2789 0.3801 2.9701 0.1256 0.0788 0.1045
C -3.4698 -2.9706 -0.4779 -0.0368 0.0432 0.0168
C -0.6438 -7.9610 -0.9439 -0.0193 -0.1410 -0.0136
C 5.0018 -3.2277 1.2729 -0.0158 0.0049 -0.0126
C -2.4124 -1.7430 -3.2424 -0.0341 -0.0247 0.0040
C 0.2662 -0.2158 5.0685 0.0369 0.0333 0.0597
C 2.6383 -1.8145 0.8651 0.1051 0.2064 -0.3781
C -1.7696 4.7435 2.5869 -0.0017 0.0207 0.0195
C -0.4211 -5.9714 1.0029 -0.0774 0.1701 0.0775
C -1.6161 2.0816 3.3670 -0.0772 -0.0575 -0.0335
C 3.9220 5.7010 -1.4351 0.0015 0.0011 0.0004
C -0.4839 -4.4496 1.1678 0.0651 -0.0832 -0.0232
C 3.0396 -2.1564 2.1663 0.1208 0.0838 0.0094
C -2.7953 -1.8278 -0.0166 -0.0431 0.0342 -0.2465
C -4.6111 -3.3965 0.1816 0.0112 0.0091 -0.0054
C 2.2303 5.4011 0.9615 -0.0037 -0.0016 -0.0096
C -0.5075 -1.1747 4.4339 -0.0128 -0.0809 -0.1438
C -0.0854 -2.4152 -3.0891 0.0017 -0.0402 -0.0076
C 3.6832 5.8334 1.0681 0.0054 0.0040 0.0085
C -0.3715 -1.3836 3.0621 -0.0662 -0.1297 0.1937
C -0.2241 0.9087 -3.4138 -0.1165 -0.0027 0.0940
C 1.5134 3.4448 -0.2762 0.0513 0.0037 -0.0189
H 0.1846 -0.0806 6.1392 0.0081 -0.0039 0.0009
H -5.9801 -3.0232 1.7865 -0.0012 0.0023 -0.0001
H -1.3048 3.3771 -0.4904 -0.0032 -0.0189 -0.0326
H -1.5559 1.0048 3.4832 -0.0060 0.0404 0.0040
H 3.5727 7.5015 -0.2977 -0.0049 -0.0026 0.0010
H -1.1933 -1.7851 5.0066 -0.0085 0.0008 -0.0078
H 3.0960 -2.0214 -1.2384 0.0064 0.0195 0.0244
H -3.3143 -1.9568 -5.1732 -0.0007 -0.0032 0.0015
H -1.1900 -8.3154 -1.8159 0.0006 -0.0007 0.0077
H 0.6044 -6.3129 0.8492 0.0012 0.0215 -0.0593
H -0.3284 -4.0686 -0.9480 0.0243 -0.0842 0.0115
H 4.5193 -3.1280 3.3611 -0.0008 -0.0036 0.0020
H 3.8261 0.2762 -2.1715 -0.0123 -0.0711 -0.0087
H -0.9430 -2.1649 2.5770 0.0004 0.0124 0.0235
H 0.0229 -4.1428 2.0861 0.0470 -0.1092 0.0366
H 5.1809 6.8411 -0.1082 -0.0006 0.0035 -0.0001
H 1.7544 1.3168 4.8398 -0.0013 0.0092 -0.0097
H 3.7835 6.4753 1.9440 0.0029 -0.0002 -0.0019
H -5.1304 -4.2798 -0.1648 0.0068 -0.0078 0.0097
H 4.1916 6.2495 -2.3382 0.0030 -0.0011 0.0015
H -0.7993 -6.4413 1.9094 0.0552 -0.0511 0.0053
H 0.7901 -3.1588 -4.8954 0.0006 -0.0009 0.0006
H -1.5657 5.7109 2.1373 -0.0001 -0.0039 -0.0069
H 2.7902 0.7603 -0.9170 -0.0422 -0.0248 0.0193
H 0.8147 -2.5677 -2.5042 -0.0023 -0.0127 0.0071
H -4.7905 2.0576 -0.3563 0.0013 -0.0190 0.0262
H -2.5867 1.6269 -5.0183 0.0020 0.0003 0.0042
H 1.2104 -3.9855 -0.0996 0.0176 0.0715 0.0136
H 1.8169 6.1260 -1.7218 0.0022 0.0002 0.0002
H -0.8068 4.9847 0.0728 0.0094 -0.0120 0.0052
H -3.2782 1.7519 0.4369 0.0044 -0.1453 0.1589
H 1.5710 6.2709 0.9002 0.0012 0.0011 0.0007
H -2.8160 4.7179 2.8911 -0.0005 -0.0087 -0.0064
H 4.5652 4.8174 -1.3901 -0.0012 -0.0021 -0.0011
H -2.7233 -0.2687 1.4705 0.0264 -0.0148 0.0087
H -1.2687 -2.8533 -6.2254 -0.0011 0.0011 0.0021
H 0.0132 0.9980 -5.5797 0.0095 -0.0065 -0.0006
H 5.9253 -3.7690 1.4313 -0.0002 -0.0008 0.0002
H 2.0039 0.9630 2.4090 -0.0023 0.0012 0.0169
H 0.3909 -7.7765 -1.2248 0.0042 -0.0041 0.0138
H -0.8715 2.5543 4.0062 -0.0002 0.0005 -0.0113
H -3.1066 -3.5343 -1.3281 0.0154 -0.0120 0.0218
H -4.7889 -1.0235 2.5987 0.0025 0.0002 0.0014
H -1.1356 4.6274 3.4606 0.0021 -0.0045 -0.0029
H -1.5354 -4.1594 1.2624 0.0135 0.0887 -0.0071
H 5.1931 -3.2232 -0.8675 0.0004 -0.0076 0.0026
H 1.9165 4.7801 1.8007 0.0075 -0.0068 0.0013
H -3.3184 -1.3682 -2.7799 0.0027 0.0007 -0.0027
H 2.3146 4.5580 -2.3747 0.0038 -0.0017 0.0016
H -0.7015 -8.7212 -0.1685 0.0162 0.0007 0.0028
H 2.4520 -1.8891 3.0304 0.0001 0.0055 0.0016
H 4.3115 4.9548 1.2393 -0.0012 -0.0008 -0.0011
H -2.5950 2.4314 3.7029 0.0061 0.0142 0.0013
H -2.5209 4.5809 -0.0120 0.0029 0.0066 0.0206
```
Forces are in eV/Å.

* strongest force on any atom: 1.3 eV/A
* E: -114769.9676 eV
* charge: +4
* gap between HOMO and LUMO: 0.160 Eh
* LUMO: -0.432 Ha
* energy above the lowest of the compared OMol25 structures with the same formula, charge and spin: 0.0 kcal/mol
* multiplicity: 1

Among the records above, which one has the lowest strongest force on any atom? C44H54N8OP2PtS3

What is the gap between HOMO and LUMO in the first record? 0.044 Eh

What is the formula in the first record? C44H53BBeF4N7O3